Entry 1:
# C27H33F6GeMoNO11PS4

C27H33F6GeMoNO11PS4 as an isolated structure (wB97M-V/def2-TZVPD, the OMol25 dataset).

```
85
Properties=species:S:1:pos:R:3
Mo -2.45 0.96 -0.28
F -1.96 5.85 1.79
C -1.19 4.88 1.31
F -0.56 5.31 0.24
F -0.36 4.48 2.24
S -2.29 3.43 0.82
O -1.84 2.20 1.49
O -2.21 3.21 -0.64
N -3.69 3.92 1.29
S -4.89 2.90 1.07
O -6.08 3.54 0.65
O -4.46 1.70 0.33
C -5.21 2.26 2.77
F -4.13 1.64 3.24
F -5.53 3.27 3.57
F -6.22 1.40 2.72
O -3.35 0.22 -2.01
S -4.27 -0.92 -1.62
O -4.10 -2.07 -2.47
O -5.59 -0.50 -1.29
S -3.30 -1.31 0.27
C -2.53 -4.40 -0.68
Ge -1.54 -2.81 -0.18
C -0.98 -2.92 1.68
C -0.83 -1.79 2.49
C -0.53 -1.93 3.84
C -0.34 -3.19 4.38
C -0.47 -4.32 3.59
C -0.80 -4.18 2.24
C -0.30 -2.32 -1.60
C -0.86 -1.98 -2.80
C -0.06 -1.73 -3.94
C 1.29 -1.87 -3.87
C 1.91 -2.23 -2.65
C 3.32 -2.40 -2.58
C 3.93 -2.79 -1.43
C 3.15 -3.01 -0.27
C 1.79 -2.83 -0.30
C 1.12 -2.45 -1.49
H -1.83 -5.22 -0.88
H -3.09 -4.20 -1.59
H -3.22 -4.69 0.11
H -0.93 -0.80 2.07
H -0.42 -1.05 4.46
H -0.10 -3.30 5.43
H -0.33 -5.30 4.01
H -0.92 -5.07 1.64
H -1.93 -1.91 -2.91
H -0.54 -1.46 -4.87
H 1.91 -1.70 -4.74
H 3.90 -2.22 -3.48
H 5.00 -2.93 -1.39
H 3.63 -3.32 0.64
H 1.22 -2.98 0.61
C 3.38 1.69 1.27
C 2.26 0.88 1.91
C 2.81 -0.41 2.49
C 1.51 1.68 2.96
O 1.29 0.44 0.90
P 0.75 1.38 -0.26
O 0.58 2.80 0.11
O -0.55 0.65 -0.72
O 1.81 1.14 -1.41
C 1.95 2.00 -2.59
C 2.79 1.18 -3.55
C 0.58 2.30 -3.18
C 2.69 3.27 -2.20
H 4.13 1.92 2.04
H 3.01 2.63 0.87
H 3.86 1.12 0.47
H 3.48 -0.18 3.32
H 3.37 -0.96 1.73
H 2.01 -1.05 2.85
H 2.19 1.94 3.77
H 0.69 1.09 3.37
H 1.11 2.59 2.52
H 2.25 0.28 -3.85
H 3.73 0.89 -3.08
H 3.01 1.77 -4.45
H 0.05 1.37 -3.40
H 0.71 2.85 -4.12
H -0.02 2.91 -2.51
H 3.66 3.02 -1.76
H 2.11 3.85 -1.47
H 2.85 3.89 -3.08
```

Summary:
Gap between HOMO and LUMO (alpha / beta), eV: 8.13 / 7.49
2S+1: 4
E_HOMO (alpha / beta), eV: -8.47 / -8.49
Energy relative to the best compared isomer or geometry (same formula, charge and spin), kcal/mol: 24.9

=====

Entry 2:
# C27H33GeN2OSbW

C27H33GeN2OSbW as an isolated structure (wB97M-V/def2-TZVPD, the OMol25 dataset).

```
66
Properties=species:S:1:pos:R:3
W -0.29 -0.90 0.35
O -0.39 -2.54 -0.36
C 0.15 -3.30 -1.40
C -0.42 -4.53 -1.66
C 0.11 -5.28 -2.70
C 1.18 -4.79 -3.44
C 1.74 -3.56 -3.15
C 1.24 -2.78 -2.11
C 1.87 -1.53 -1.72
N 1.49 -0.67 -0.73
C 2.48 0.31 -0.63
C 3.43 0.06 -1.55
N 3.03 -1.08 -2.21
H -1.25 -4.89 -1.07
H -0.31 -6.25 -2.93
H 1.59 -5.38 -4.26
H 2.58 -3.23 -3.75
H 2.44 1.11 0.10
H 4.34 0.58 -1.80
H 3.57 -1.54 -2.94
C -3.54 2.28 0.13
C -3.24 1.50 -1.15
Sb -1.15 1.18 -1.41
C -0.15 3.04 -1.04
C -0.62 4.06 -2.08
C -0.73 0.52 -3.40
C -1.78 1.05 -4.37
H -4.62 2.43 0.21
H -3.09 3.27 0.12
H -3.20 1.76 1.02
H -3.54 2.06 -2.04
H -3.73 0.53 -1.19
H 0.93 2.85 -1.11
H -0.39 3.34 -0.02
H -0.36 3.76 -3.09
H -0.13 5.01 -1.88
H -1.70 4.23 -2.03
H -0.70 -0.57 -3.39
H 0.27 0.89 -3.62
H -2.78 0.66 -4.16
H -1.52 0.73 -5.38
H -1.83 2.14 -4.38
Ge 1.41 -1.08 2.32
C 2.37 0.15 3.32
C 3.21 -0.48 4.28
C 3.99 0.31 5.11
C 3.94 1.69 4.99
C 3.12 2.31 4.04
C 2.34 1.55 3.20
C -1.29 -0.57 2.03
C -1.42 0.23 3.18
C -2.66 0.39 3.75
C -3.78 -0.26 3.20
C -3.68 -1.06 2.07
C -2.43 -1.24 1.48
H 1.64 -2.55 2.66
H 3.24 -1.55 4.37
H 4.63 -0.16 5.85
H 4.55 2.30 5.64
H 3.11 3.39 3.97
H 1.71 2.04 2.47
H -0.56 0.75 3.60
H -2.78 1.02 4.62
H -4.75 -0.14 3.68
H -4.54 -1.59 1.68
H -2.38 -1.99 0.68
```

Summary:
Gap between HOMO and LUMO (alpha / beta), eV: 5.83 / 5.83
E_HOMO (alpha / beta), eV: -20.16 / -20.16
Total charge: +4
Energy relative to the best compared isomer or geometry (same formula, charge and spin), kcal/mol: 1.3

=====

Entry 3:
# C27H33MoN7OS

C27H33MoN7OS as an isolated structure (wB97M-V/def2-TZVPD, the OMol25 dataset).

```
70
Properties=species:S:1:pos:R:3
Mo 0.87 0.55 -0.67
C 2.92 -3.60 3.87
C 2.17 -2.96 2.75
C 0.84 -2.58 2.91
C 0.14 -1.98 1.88
C 0.75 -1.74 0.65
N 0.08 -1.21 -0.47
C -1.00 -1.86 -1.03
C -1.57 -3.01 -0.45
C -2.71 -3.59 -0.96
C -3.36 -3.05 -2.07
C -4.60 -3.65 -2.61
C -2.76 -1.96 -2.71
C -1.57 -1.40 -2.24
N -0.92 -0.43 -3.03
C -1.11 -0.20 -4.35
C -0.23 0.77 -4.75
C 0.48 1.11 -3.61
N 0.06 0.37 -2.57
C 2.12 -2.06 0.51
C 2.80 -2.68 1.55
N 2.80 -1.69 -0.66
C 3.82 -2.31 -1.27
C 4.25 -1.50 -2.30
C 3.42 -0.39 -2.26
N 2.53 -0.51 -1.27
H 2.23 -4.04 4.59
H 3.59 -4.37 3.51
H 3.52 -2.85 4.38
H 0.34 -2.77 3.85
H -0.91 -1.71 2.00
H -1.10 -3.44 0.41
H -3.12 -4.46 -0.48
H -5.06 -4.33 -1.90
H -5.33 -2.89 -2.89
H -4.38 -4.22 -3.51
H -3.22 -1.57 -3.59
H -1.83 -0.74 -4.94
H -0.11 1.18 -5.73
H 1.23 1.87 -3.48
H 3.85 -2.91 1.43
H 4.17 -3.28 -0.95
H 5.05 -1.70 -2.99
H 3.43 0.49 -2.89
S 2.29 1.49 1.15
C 1.24 2.56 2.01
N 1.48 3.86 2.01
C 0.70 4.82 2.78
C 0.09 4.12 3.99
C -0.64 2.87 3.54
N 0.26 2.05 2.74
H 2.25 4.20 1.46
H -0.08 5.25 2.15
H 1.36 5.63 3.10
H -0.60 4.79 4.50
H 0.88 3.85 4.69
H -1.52 3.13 2.93
H -0.98 2.28 4.39
H 0.15 1.04 2.74
C -2.67 1.96 -0.24
C -1.38 2.54 -0.83
C -1.23 4.04 -0.61
O -0.31 1.86 -0.26
H -3.53 2.23 -0.84
H -2.82 2.33 0.78
H -2.58 0.87 -0.21
H -1.37 2.34 -1.93
H -1.36 4.28 0.45
H -1.97 4.58 -1.19
H -0.23 4.34 -0.92
```

Summary:
Gap between HOMO and LUMO (alpha / beta), eV: 6.48 / 7.07
2S+1: 3
E_HOMO (alpha / beta), eV: -13.24 / -13.34
Total charge: +2
Energy relative to the best compared isomer or geometry (same formula, charge and spin), kcal/mol: 17.8

=====

Entry 4:
# C27H33N5O8S

A 5-piece molecular cluster, C27H33N5O8S overall (wB97M-V/def2-TZVPD, the OMol25 dataset).

```
74
Properties=species:S:1:pos:R:3
C 1.27 -0.79 -3.43
C 0.16 -1.52 -2.68
O -0.38 -0.64 -1.69
C -0.91 -1.95 -3.67
O -1.68 -3.08 -3.27
C -1.99 -3.27 -1.99
C -3.06 -2.64 -1.34
C -3.92 -1.65 -2.05
O -3.87 -1.35 -3.21
O -4.83 -1.10 -1.20
C -5.37 0.15 -1.59
S -5.93 0.84 -0.03
O -7.18 0.24 0.32
O -4.83 0.78 0.89
C -3.35 -2.96 -0.01
C -2.60 -3.90 0.64
N -1.60 -4.47 -0.02
C -1.24 -4.21 -1.27
C 0.03 -5.04 -1.70
O 0.52 -4.76 -2.77
O 0.31 -5.87 -0.79
H 1.86 -1.44 -4.07
H 1.89 -0.30 -2.68
H 0.79 0.00 -4.02
H 0.57 -2.39 -2.18
H -1.02 -0.06 -2.12
H -1.56 -1.10 -3.90
H -0.43 -2.25 -4.60
H -4.62 0.81 -2.03
H -6.22 0.02 -2.26
H -6.15 2.14 -0.35
H -4.17 -2.47 0.50
H -2.78 -4.19 1.67
H -0.97 -5.20 0.37
N 2.08 1.58 -0.43
C 2.54 1.93 0.80
C 2.99 3.22 0.73
C 2.78 3.67 -0.60
C 2.22 2.63 -1.30
H 1.69 0.69 -0.68
H 2.51 1.23 1.62
H 3.42 3.79 1.54
H 3.03 4.64 -1.01
H 1.91 2.55 -2.33
N 7.02 1.39 2.51
C 5.73 1.85 2.52
C 5.12 1.37 3.65
C 6.09 0.60 4.36
C 7.25 0.63 3.63
H 7.70 1.59 1.80
H 5.35 2.46 1.72
H 4.10 1.56 3.94
H 5.95 0.08 5.29
H 8.20 0.17 3.80
N -7.00 3.35 2.41
C -6.49 3.78 3.61
C -6.45 5.15 3.58
C -6.95 5.56 2.31
C -7.28 4.43 1.62
H -7.14 2.39 2.17
H -6.21 3.08 4.37
H -6.10 5.78 4.37
H -7.05 6.57 1.96
H -7.70 4.30 0.63
N 5.99 -1.00 0.29
C 6.40 -2.30 0.17
C 5.42 -3.00 -0.48
C 4.37 -2.08 -0.77
C 4.75 -0.86 -0.28
H 6.50 -0.26 0.73
H 7.35 -2.62 0.56
H 5.45 -4.05 -0.73
H 3.45 -2.30 -1.28
H 4.26 0.10 -0.29
```

Summary:
Gap between HOMO and LUMO, eV: 6.31
E_HOMO, eV: -7.98
Energy relative to the best compared isomer or geometry (same formula, charge and spin), kcal/mol: 0.0

=====

Entry 5:
# C27H34BN5O5

A 5-piece molecular cluster, C27H34BN5O5 overall (wB97M-V/def2-TZVPD, the OMol25 dataset).

```
72
Properties=species:S:1:pos:R:3
C 2.61 -1.14 -0.77
C 1.53 -2.00 -1.43
O 0.31 -1.24 -1.42
B -0.84 -2.00 -1.36
C -1.87 -1.80 -2.55
O -2.83 -2.86 -2.71
C -3.88 -2.77 -1.83
O -4.74 -1.68 -2.16
C -5.62 -1.41 -1.08
C -5.09 -0.20 -0.28
O -5.30 -0.33 1.12
N -1.06 -2.87 -0.19
C -1.12 -4.07 -0.41
O -1.31 -5.18 -0.71
H 2.17 -0.65 0.10
H 2.90 -0.35 -1.46
H 3.47 -1.74 -0.45
H 1.46 -2.92 -0.84
H 1.86 -2.20 -2.45
H -2.42 -0.87 -2.39
H -1.32 -1.71 -3.49
H -3.57 -2.68 -0.77
H -4.46 -3.70 -1.92
H -5.74 -2.28 -0.42
H -6.61 -1.21 -1.49
H -4.02 -0.14 -0.49
H -5.62 0.69 -0.61
H -4.66 -0.95 1.47
N 5.03 -0.97 1.52
C 5.37 -2.06 2.20
C 6.67 -2.34 2.61
C 7.67 -1.43 2.29
C 7.33 -0.30 1.57
C 6.01 -0.11 1.21
H 4.56 -2.74 2.43
H 6.89 -3.24 3.17
H 8.69 -1.61 2.59
H 8.08 0.43 1.30
H 5.70 0.77 0.66
N 2.02 1.45 1.44
C 2.92 2.05 2.21
C 3.40 3.33 1.99
C 2.90 4.04 0.91
C 1.96 3.44 0.09
C 1.55 2.15 0.40
H 3.28 1.46 3.04
H 4.13 3.77 2.66
H 3.25 5.05 0.71
H 1.55 3.95 -0.76
H 0.82 1.64 -0.21
N -0.24 0.01 -5.18
C 0.68 0.56 -4.39
C 1.20 1.83 -4.59
C 0.75 2.57 -5.67
C -0.20 2.01 -6.50
C -0.66 0.74 -6.22
H 1.01 -0.05 -3.56
H 1.95 2.23 -3.91
H 1.14 3.56 -5.86
H -0.58 2.56 -7.36
H -1.41 0.27 -6.84
N -2.83 1.93 5.24
C -3.52 1.67 6.36
C -4.82 1.20 6.36
C -5.44 0.98 5.14
C -4.75 1.25 3.98
C -3.45 1.72 4.08
H -2.99 1.86 7.28
H -5.33 1.01 7.30
H -6.46 0.61 5.11
H -5.20 1.09 3.01
H -2.86 1.93 3.20
```

Summary:
Gap between HOMO and LUMO, eV: 10.06
E_HOMO, eV: -9.48
Energy relative to the best compared isomer or geometry (same formula, charge and spin), kcal/mol: 0.0

=====

Entry 6:
# C27H34BrMgN3O3S2Si

C27H34BrMgN3O3S2Si as an isolated structure (wB97M-V/def2-TZVPD, the OMol25 dataset).

```
72
Properties=species:S:1:pos:R:3
Mg 1.34 0.31 -0.02
C 1.84 2.53 3.14
C 0.75 2.92 2.19
C -0.12 3.97 2.49
C -1.09 4.29 1.54
C -1.19 3.59 0.36
C -0.30 2.50 0.11
N 0.66 2.23 1.06
N -0.28 1.70 -0.94
Si -0.72 2.11 -2.53
C 0.08 3.74 -3.04
C -0.20 0.79 -3.75
C -2.61 2.33 -2.77
H 2.24 3.40 3.66
H 2.64 2.03 2.60
H 1.47 1.83 3.89
H -0.02 4.52 3.41
H -1.78 5.11 1.73
H -1.95 3.83 -0.36
H 1.16 3.61 -2.97
H -0.23 4.55 -2.38
H -0.18 4.02 -4.07
H 0.87 0.61 -3.65
H -0.42 1.11 -4.77
H -0.69 -0.17 -3.56
H -3.00 3.18 -2.21
H -3.15 1.44 -2.43
H -2.84 2.48 -3.83
C 2.69 -2.49 -3.69
C 2.45 -1.39 -2.67
S 1.13 -1.70 -1.54
C 3.24 -0.29 -2.71
C 4.33 -0.19 -3.76
S 3.13 1.11 -1.64
H 1.95 -3.28 -3.56
H 3.69 -2.94 -3.58
H 2.62 -2.13 -4.72
H 5.01 -1.05 -3.72
H 4.91 0.72 -3.62
H 3.91 -0.17 -4.78
C 5.20 -1.08 5.55
O 3.87 -1.25 5.98
C 2.89 -1.12 5.02
C 1.57 -1.29 5.50
C 0.54 -1.16 4.60
C 0.74 -0.88 3.24
C -0.40 -0.71 2.35
C -1.81 -0.96 2.88
O -0.32 -0.38 1.18
C 2.09 -0.73 2.74
O 2.39 -0.52 1.53
C 3.15 -0.86 3.70
H 5.82 -1.20 6.43
H 5.35 -0.08 5.12
H 5.48 -1.82 4.80
H 1.41 -1.50 6.54
H -0.47 -1.30 4.97
H -1.99 -0.46 3.83
H -1.97 -2.03 3.01
H -2.50 -0.59 2.13
H 4.15 -0.74 3.32
Br -1.93 -4.71 1.06
C -2.42 -3.46 -0.32
C -3.35 -3.86 -1.27
C -3.66 -2.94 -2.26
C -3.05 -1.69 -2.25
C -2.14 -1.41 -1.24
N -1.84 -2.30 -0.31
H -3.80 -4.85 -1.25
H -4.37 -3.19 -3.04
H -3.26 -0.95 -3.01
H -1.61 -0.46 -1.16
```

Summary:
Gap between HOMO and LUMO, eV: 4.08
E_HOMO, eV: 0.09
Total charge: -2
Energy relative to the best compared isomer or geometry (same formula, charge and spin), kcal/mol: 0.0

=====

Number 1: calculated total energy -179858.6581 eV. Number 2: calculated total energy -98397.4959 eV. Number 3: calculated total energy -53691.7947 eV. Number 4: calculated total energy -63196.8224 eV. Number 5: calculated total energy -46914.4570 eV. Number 6: calculated total energy -144205.9475 eV.